C5H8ClN3 | wB97M-V/def2-TZVPD

```
17
Properties=species:S:1:pos:R:3:forces:R:3:mulliken_charge:R:1
H -2.458 -3.348 -0.351 0.11 0.68 -0.47 0.2718
N -2.085 -2.585 0.211 -0.24 -0.75 1.63 -0.5661
C -1.394 -1.686 -0.279 1.24 2.00 -2.74 -0.0275
C -0.580 -0.588 0.477 -0.79 1.79 -4.72 -0.0930
N 0.771 -0.998 0.334 0.37 -1.94 0.26 -0.5523
C 1.740 -0.259 0.086 1.61 1.57 0.66 0.0863
C 1.737 1.238 0.110 -0.25 0.54 -0.71 -0.4706
N 0.392 1.830 0.079 -0.58 -1.03 -0.43 -0.4273
C -0.721 0.904 -0.336 2.71 -0.90 -0.41 -0.1910
Cl -2.154 1.790 0.014 -1.23 0.06 0.18 -0.1814
H -1.194 -1.485 -1.415 -0.39 -0.88 1.49 0.2309
H -0.991 -0.421 1.400 -0.40 0.22 2.74 0.3815
H 2.802 -0.591 -0.098 -1.24 -0.65 0.17 0.3154
H 2.203 1.625 1.033 0.23 -0.41 -0.43 0.2946
H 2.397 1.532 -0.769 -0.86 0.17 0.88 0.2592
H 0.118 2.188 0.978 0.21 0.18 0.33 0.2955
H -0.582 0.853 -1.474 -0.52 -0.65 1.59 0.3739
```
Forces are in eV/Å.

Highest occupied orbital energy: -8.70 eV
Structure (SMILES): [H]/N=C/[C@H]1N=CCN[C@@H]1Cl
ΔE to the lowest compared entry with this formula, charge and spin: 45.9 kcal/mol
Kohn-Sham gap: 9.55 eV



C5H13NOS | wB97M-V/def2-TZVPD

```
21
Properties=species:S:1:pos:R:3:forces:R:3:mulliken_charge:R:1
C 1.140 2.183 0.149 0.23 3.12 0.29 -1.3955
C 1.056 0.777 -0.389 0.03 -1.29 1.85 0.2103
C 0.384 -0.125 0.711 0.87 -1.74 -1.37 -1.0713
C -0.995 0.265 1.133 -0.38 -0.36 2.25 -0.4171
S -1.640 -1.056 2.285 0.35 -0.10 -0.26 -0.2391
N 0.374 0.716 -1.665 0.14 1.16 -0.11 -0.3610
C 0.199 -0.556 -2.290 -1.24 -1.55 1.17 -0.3221
O 1.385 -1.262 -2.449 0.17 -0.36 -1.88 -0.5499
H 2.075 2.768 0.287 0.47 -1.39 -0.52 0.3300
H 0.660 2.950 -0.477 -0.51 -0.60 -0.22 0.3515
H 0.737 2.388 1.144 -0.47 -0.74 -0.04 0.2610
H 2.067 0.347 -0.397 -0.09 0.26 -0.76 0.1803
H 1.110 -0.301 1.513 -0.41 0.88 0.50 0.4855
H 0.372 -1.182 0.359 -0.31 0.53 -0.45 0.4781
H -0.892 1.113 1.814 -0.52 0.33 -0.64 0.3251
H -1.790 0.346 0.396 0.52 0.40 -0.39 0.3532
H -2.882 -0.583 2.424 -0.05 0.12 -0.03 0.1247
H -0.524 1.174 -1.534 0.10 -0.01 -0.35 0.2893
H -0.331 -0.476 -3.246 0.72 0.44 -0.18 0.3618
H -0.506 -1.246 -1.745 0.36 0.51 0.25 0.2759
H 2.022 -1.223 -1.751 0.02 0.38 0.87 0.3293
```
Forces are in eV/Å.

Highest occupied orbital energy: -8.92 eV
Structure (SMILES): C[C@@H](CCS)NCO
ΔE to the lowest compared entry with this formula, charge and spin: 42.3 kcal/mol
Kohn-Sham gap: 9.72 eV



C3H5N3 | wB97M-V/def2-TZVPD

```
11
Properties=species:S:1:pos:R:3:forces:R:3:mulliken_charge:R:1
N 0.803 -1.138 1.258 0.19 0.08 -0.03 -0.5666
C 0.173 -0.322 0.294 -0.19 0.13 -0.17 0.3685
C 0.475 0.903 -0.263 0.05 -0.06 0.05 -0.4843
C -0.641 1.209 -1.068 -0.08 0.04 -0.08 -0.3594
N -1.551 0.246 -1.041 0.18 0.17 0.00 -0.7934
N -1.038 -0.667 -0.207 0.06 -0.17 0.15 0.2908
H 1.245 -0.554 1.960 -0.05 -0.16 -0.05 0.2696
H 1.519 -1.730 0.851 -0.10 0.02 0.01 0.2573
H 1.389 1.462 -0.127 -0.18 0.01 0.04 0.3406
H -0.825 2.103 -1.651 0.06 -0.18 0.02 0.4286
H -1.549 -1.512 -0.007 0.06 0.12 0.04 0.2482
```
Forces are in eV/Å.

Highest occupied orbital energy: -9.03 eV
Structure (SMILES): Nc1ccn[nH]1
ΔE to the lowest compared entry with this formula, charge and spin: 13.0 kcal/mol
Kohn-Sham gap: 9.96 eV



C13H8S4 | wB97M-V/def2-TZVPD

```
25
Properties=species:S:1:pos:R:3:forces:R:3:mulliken_charge:R:1
C 1.579 3.101 3.093 0.54 -0.86 -0.42 -0.4970
C 1.259 3.991 2.057 0.09 0.38 2.47 -0.3822
C 1.222 3.614 0.772 -0.39 -1.11 -2.37 -0.5438
C 1.381 2.230 0.500 0.67 0.31 0.33 0.4116
C 1.771 1.317 1.519 -1.18 0.46 -1.34 0.3583
C 1.891 1.740 2.827 -0.45 1.32 0.56 -0.4903
S 1.821 -0.364 0.974 1.66 -0.46 1.45 -0.1653
C 0.891 -0.164 -0.489 -0.87 0.78 -0.44 0.1692
S 1.209 1.523 -1.093 0.74 0.30 -0.91 -0.1738
S -0.905 -0.075 -0.021 0.11 -1.04 -0.87 -0.0996
C -1.354 -1.420 -1.061 1.20 -1.07 0.45 0.1696
C -2.628 -1.890 -1.100 0.91 -1.41 -1.58 -0.4907
C -2.932 -3.067 -1.823 -1.28 0.41 1.57 -0.4902
C -1.936 -3.831 -2.355 0.93 0.51 -0.79 -0.4405
C -0.592 -3.309 -2.409 -0.76 -3.04 -0.88 -0.4199
C -0.303 -2.198 -1.674 -1.04 1.16 -0.59 0.5768
S 1.294 -1.544 -1.689 0.19 1.53 1.05 -0.1399
H 1.627 3.499 4.094 -0.04 -0.18 0.20 0.3624
H 0.965 5.006 2.304 0.30 0.01 0.11 0.3425
H 1.002 4.403 0.012 0.10 -1.19 0.39 0.3070
H 2.136 1.024 3.617 -0.07 0.41 -0.21 0.3670
H -3.359 -1.446 -0.523 -1.58 1.08 0.86 0.4161
H -4.005 -3.361 -1.735 1.13 -0.20 -0.43 0.2882
H -2.181 -4.804 -2.766 0.21 0.17 -0.24 0.3503
H 0.148 -3.974 -3.032 -1.10 1.73 1.59 0.2142
```
Forces are in eV/Å.

Highest occupied orbital energy: -7.86 eV
Structure (SMILES): c1ccc2c(c1)SC1(S2)Sc2ccccc2S1
ΔE to the lowest compared entry with this formula, charge and spin: 19.3 kcal/mol
Kohn-Sham gap: 8.25 eV



C4H6NO2 | wB97M-V/def2-TZVPD

```
13
Properties=species:S:1:pos:R:3:forces:R:3:mulliken_charge:R:1
N 0.173 1.290 0.748 -1.61 4.30 0.15 -0.3873
C -0.021 0.505 -0.458 0.24 -0.66 -2.58 0.4440
C 0.855 -0.720 -0.459 3.34 -0.22 2.77 -0.9553
C -0.235 -1.659 -0.052 -3.20 1.38 -0.96 0.4372
O -0.497 -2.779 0.096 0.72 -1.49 0.58 -0.3487
C -1.271 -0.382 -0.292 -2.31 -0.55 1.24 0.0846
O -2.439 -0.092 -0.215 2.21 -0.38 -0.19 -0.4262
H 0.703 2.231 0.590 -1.19 -1.86 0.16 0.3799
H 0.731 0.809 1.438 -0.18 -0.42 0.64 0.3651
H -0.849 1.555 1.090 2.54 -0.47 -0.16 0.4152
H -0.059 1.035 -1.432 0.21 0.37 1.03 0.3879
H 1.740 -0.646 0.339 -1.46 -0.42 -2.04 0.2971
H 1.169 -1.148 -1.393 0.68 0.42 -0.64 0.3066
```
Forces are in eV/Å.

Highest occupied orbital energy: -13.89 eV
Net charge: +1
Structure (SMILES): [NH3+][C@H]1CC(=O)C1=O
ΔE to the lowest compared entry with this formula, charge and spin: 46.7 kcal/mol
Kohn-Sham gap: 8.59 eV



C49H34Cl4IrN4 | wB97M-V/def2-TZVPD

```
92
Properties=species:S:1:pos:R:3:forces:R:3:mulliken_charge:R:1
Ir -0.208 0.033 0.438 -0.86 2.24 0.05 0.9171
Cl -7.449 -6.079 -0.042 0.45 -0.30 -0.27 -0.2356
C -6.057 -5.022 -0.014 -0.63 1.79 0.87 0.4022
C -4.733 -5.447 0.004 -0.70 -1.77 0.33 -0.7324
C -3.736 -4.553 0.214 -0.21 3.12 0.22 -0.2473
C -3.979 -3.133 0.349 -0.44 -1.20 -0.31 -0.0718
C -5.310 -2.722 0.333 -0.59 -0.93 0.01 -0.3424
C -6.362 -3.657 0.206 1.91 -0.76 -0.92 -1.0242
C -2.902 -2.126 0.464 2.20 0.78 0.18 1.1307
C -2.915 -0.954 -0.364 -0.87 2.41 -1.36 0.0049
C -3.840 -0.671 -1.467 0.77 -1.28 1.06 -0.9892
C -3.766 0.630 -1.823 0.45 0.21 -0.45 -1.1921
C -2.715 1.248 -1.096 0.64 -0.71 1.86 0.4112
C -2.248 2.575 -1.074 -0.19 -0.86 0.29 1.2745
C -2.938 3.639 -1.863 0.28 -0.79 -0.31 -0.2022
C -4.333 3.774 -1.977 -1.05 2.29 -0.42 -0.2144
C -4.930 4.884 -2.665 2.69 0.02 -0.46 -0.7816
C -4.101 5.823 -3.343 0.87 -1.32 1.47 0.2380
Cl -4.761 7.333 -3.966 0.21 -0.64 0.09 -0.2410
C -2.688 5.612 -3.307 -0.57 0.65 0.55 -0.7308
C -2.128 4.512 -2.612 -1.13 0.98 -0.90 -0.2924
C -1.063 2.903 -0.283 1.59 1.58 0.88 -0.5526
N 0.019 2.018 0.012 -0.16 0.97 0.13 0.3330
C 1.079 2.803 0.534 -2.21 2.12 -0.41 -0.2545
C 2.422 2.423 0.737 -0.69 -1.71 0.08 0.5483
C 3.521 3.400 0.782 -1.11 -0.52 -0.16 0.9174
C 4.654 3.137 1.541 1.53 0.03 0.13 -0.4573
C 5.796 3.954 1.446 -0.52 0.84 0.49 -0.7163
C 5.740 5.169 0.773 -1.50 -0.97 -1.37 0.2257
Cl 7.110 6.246 0.687 -0.15 -0.17 0.06 -0.2432
C 4.576 5.440 -0.013 0.82 -0.61 1.34 -0.8493
C 3.466 4.598 0.029 0.99 0.54 0.01 -0.5890
C 2.587 1.011 0.885 2.65 -1.81 0.13 0.2131
C 3.862 0.320 0.877 -0.42 0.64 -0.07 -1.3603
C 3.681 -0.982 1.298 -3.05 1.09 0.86 -1.3007
C 2.263 -1.122 1.649 2.77 0.36 -1.45 0.3672
N 1.631 0.036 1.214 0.73 0.03 1.06 -0.1100
C 1.681 -2.282 2.310 -1.74 2.53 -0.99 0.3026
C 0.275 -2.318 2.344 -0.72 0.22 -1.64 0.1962
C -0.548 -3.189 3.096 -1.52 -0.86 -0.46 -1.7586
C -1.766 -3.350 2.440 -0.35 1.08 -0.33 -0.6831
C -1.827 -2.356 1.352 0.77 -0.99 0.89 -0.1996
N -0.560 -1.686 1.345 -0.38 -0.67 1.23 -0.2074
C 2.524 -3.250 2.958 0.36 -1.71 0.77 0.3484
C 3.710 -2.900 3.617 0.34 0.39 0.38 -0.1892
C 4.557 -3.864 4.190 -1.22 0.55 -0.31 -0.9242
C 4.205 -5.203 4.175 -0.53 0.67 -0.77 0.4568
Cl 5.302 -6.321 4.847 0.45 -0.82 0.45 -0.2390
C 3.018 -5.612 3.561 0.46 2.32 0.28 -0.9540
C 2.203 -4.643 2.987 -0.73 -0.24 -0.71 -0.2137
C 0.628 4.133 0.704 -0.58 -0.64 -0.35 -1.3864
C -0.704 4.212 0.208 -0.12 -1.70 -1.16 -1.1368
N -2.196 0.278 -0.190 -0.66 -1.92 -0.46 -0.4628
H -4.461 -6.520 -0.010 -0.43 0.69 -0.23 0.3378
H -2.741 -4.868 0.315 1.25 -0.50 -0.09 0.6361
H -5.549 -1.678 0.453 0.00 0.14 -0.02 0.5160
H -7.370 -3.337 0.109 -0.69 0.23 0.28 0.4073
H -4.331 -1.432 -2.043 -0.62 -0.20 0.21 0.6349
H -4.318 1.066 -2.626 -0.16 0.32 -0.31 0.6049
H -5.112 3.259 -1.426 0.70 -0.72 0.25 0.4619
H -5.971 5.079 -2.592 -0.77 -0.09 -0.03 0.4180
H -2.042 6.459 -3.629 -0.41 -1.03 -0.24 0.3013
H -1.071 4.300 -2.724 -0.01 0.27 0.42 0.4432
H 4.716 2.261 2.202 -0.20 0.48 -0.54 0.6174
H 6.709 3.748 1.975 0.09 -0.35 0.32 0.3885
H 4.632 6.308 -0.624 -0.39 0.64 -0.40 0.4053
H 2.562 4.901 -0.502 0.48 -0.43 -0.08 0.5432
H 4.828 0.764 0.635 -0.46 -0.13 0.00 0.6609
H 4.407 -1.679 1.551 1.17 -1.03 0.05 0.9542
H -0.238 -3.603 4.047 -0.03 -0.35 -0.27 0.6643
H -2.664 -3.977 2.648 1.10 0.58 0.26 0.5227
H 3.941 -1.817 3.721 -0.02 -1.01 -0.12 0.5532
H 5.426 -3.551 4.724 0.53 0.12 0.15 0.4053
H 2.685 -6.598 3.576 -0.23 -1.61 -0.03 0.4978
H 1.281 -5.052 2.495 0.89 0.85 0.46 0.2845
H 1.242 4.944 1.103 -0.49 -0.37 -0.09 0.8331
H -1.305 5.101 0.022 0.18 -0.26 0.31 0.5432
C 0.120 -1.784 -3.513 -0.59 0.34 -0.35 -1.6200
C 0.870 -0.816 -2.496 -0.43 1.14 -0.36 3.2212
C 2.381 -1.153 -2.608 -0.20 0.83 -0.86 -1.7100
C 0.653 0.672 -2.968 0.48 -0.10 0.32 -1.3839
C 0.464 -1.001 -1.055 0.21 -2.66 -0.29 -1.7682
H 0.186 -1.373 -4.567 0.23 -0.45 1.08 0.3437
H -0.969 -1.947 -3.347 0.57 0.63 0.33 0.2553
H 0.509 -2.811 -3.502 0.34 0.33 0.03 0.3936
H 2.680 -0.965 -3.663 0.06 -0.17 0.50 0.4209
H 2.552 -2.184 -2.382 0.05 -0.76 0.13 0.4366
H 3.031 -0.573 -1.946 -0.32 0.18 -0.02 0.2151
H 1.107 0.810 -3.970 -0.37 -0.06 0.40 0.5298
H 1.156 1.377 -2.275 -0.08 -0.49 -0.31 0.1198
H -0.400 1.003 -2.972 0.25 -0.46 -0.12 0.2616
H 0.662 -2.033 -0.643 -0.01 0.91 -0.84 0.4478
```
Forces are in eV/Å.

Highest occupied orbital energy (spin up / spin down): -2.59 / -4.60 eV
Net charge: -1
Spin multiplicity: 5
Kohn-Sham gap (spin up / spin down): 4.05 / 4.44 eV